18
Properties=species:S:1:pos:R:3:mulliken_charge:R:1 method="wB97M-V/def2-TZVPD" total_charge=+2 max_force_ev_per_a=1.45 relative_energy_kj_mol=0.00 homo_energy_ha=-0.59611
O -0.206 1.367 -0.574 -0.56
C -1.194 0.729 -0.141 1.18
O -1.177 -0.516 0.083 -0.84
Li 0.452 -1.541 -0.048 1.02
Na -3.585 -1.637 0.035 0.92
O 2.223 -1.085 0.088 -0.71
Mg 1.676 1.690 -0.528 0.92
C 2.869 -0.030 0.006 0.31
O 4.162 -0.158 0.275 -0.27
C 4.900 1.018 0.602 -0.68
H 5.817 0.682 1.094 0.24
H 5.159 1.576 -0.308 0.32
H 4.329 1.654 1.291 0.33
C -2.475 1.467 0.046 -0.24
C -3.229 1.305 1.136 -0.96
H -2.724 2.202 -0.721 0.36
H -4.144 1.879 1.275 0.31
H -2.934 0.636 1.952 0.37

=====

34
Properties=species:S:1:pos:R:3:mulliken_charge:R:1 method="wB97M-V/def2-TZVPD" total_charge=-1 max_force_ev_per_a=0.82 relative_energy_kj_mol=2.36 homo_energy_ha=-0.15402
Cl -1.670 -2.205 1.093 -0.84
N 2.704 -2.876 2.153 -0.51
C 3.847 -3.582 2.187 -0.17
C 4.387 -4.237 1.099 -0.36
C 3.699 -4.165 -0.110 -0.18
C 2.507 -3.474 -0.176 -0.52
C 2.083 -2.802 0.981 -0.18
H 4.364 -3.602 3.139 0.35
H 5.336 -4.747 1.192 0.35
H 4.111 -4.717 -0.948 0.34
H 2.019 -3.428 -1.139 0.37
H 1.206 -2.167 0.914 0.45
N -0.414 3.777 1.988 -0.64
C -0.917 2.583 2.289 -0.35
C -0.552 1.408 1.630 -0.14
C 0.376 1.459 0.607 -0.14
C 0.883 2.715 0.288 -0.39
C 0.459 3.834 0.972 -0.20
H -1.660 2.570 3.076 0.39
H -0.924 0.436 1.936 0.27
H 0.710 0.575 0.083 0.44
H 1.598 2.856 -0.516 0.34
H 0.796 4.823 0.687 0.35
N -3.262 -0.241 -1.967 -0.47
C -3.035 0.548 -0.918 -0.20
C -2.924 1.931 -1.010 -0.19
C -3.105 2.524 -2.245 -0.39
C -3.423 1.739 -3.343 -0.35
C -3.436 0.365 -3.146 -0.15
H -2.908 0.044 0.037 0.28
H -2.731 2.542 -0.138 0.38
H -2.931 3.592 -2.338 0.36
H -3.558 2.158 -4.331 0.34
H -3.635 -0.235 -4.029 0.32

=====

25
Properties=species:S:1:pos:R:3:mulliken_charge:R:1 method="wB97M-V/def2-TZVPD" total_charge=+1 max_force_ev_per_a=3.42 relative_energy_kj_mol=342.85 homo_energy_ha=-0.48618 smiles="C=C(C)C(C)(C)[N+](=C)C"
C -0.959 -1.756 0.377 -1.11
C -1.089 -0.466 0.035 0.38
C -2.448 0.083 -0.333 -1.23
C 0.042 0.528 0.130 1.21
C 0.289 0.919 1.662 -1.64
C 0.078 1.746 -0.817 -1.46
N 1.187 -0.358 -0.192 0.15
C 2.280 -0.170 0.419 -0.19
C 1.001 -1.375 -1.278 -0.97
H -1.822 -2.410 0.377 0.38
H -0.007 -2.171 0.777 0.29
H -2.611 -0.171 -1.368 0.30
H -2.540 1.229 -0.123 0.31
H -3.357 -0.174 0.253 0.39
H 0.572 0.165 2.429 0.32
H -0.562 1.472 2.023 0.36
H 1.149 1.559 1.531 0.60
H -0.971 2.070 -0.956 0.27
H 0.654 1.730 -1.703 0.40
H 0.433 2.590 -0.252 0.43
H 2.537 0.658 1.039 0.30
H 3.033 -1.008 0.471 0.32
H 1.949 -1.271 -1.786 0.51
H 0.045 -0.960 -1.822 0.28
H 1.117 -2.457 -0.894 0.39

=====

16
Properties=species:S:1:pos:R:3:mulliken_charge:R:1 method="wB97M-V/def2-TZVPD" total_charge=0 max_force_ev_per_a=4.98 relative_energy_kj_mol=158.45 homo_energy_ha=-0.26384
C -1.253 1.017 1.220 -0.93
C -0.036 0.567 -1.776 -1.09
C 2.130 -0.475 1.198 -0.86
N -1.235 -1.654 -0.503 -0.36
Si -0.454 -0.201 -0.108 0.48
Br 3.178 0.553 -0.036 -0.20
H -1.053 0.579 2.227 0.28
H -0.738 2.041 1.194 0.27
H -2.363 0.984 1.025 0.32
H -0.408 1.586 -1.919 0.31
H 1.035 0.572 -1.920 0.28
H -0.303 0.042 -2.619 0.42
H 1.814 0.029 2.119 0.30
H 2.528 -1.409 1.240 0.37
H -0.831 -2.186 -1.226 0.19
H -2.011 -2.044 -0.117 0.21

=====

14
Properties=species:S:1:pos:R:3:mulliken_charge:R:1 method="wB97M-V/def2-TZVPD" total_charge=0 max_force_ev_per_a=3.61 relative_energy_kj_mol=212.69 homo_energy_ha="-0.31941 / -0.30642"
F -0.676 -2.755 0.963 -0.22
C -1.400 -1.661 0.760 0.77
F -2.060 -1.443 1.895 -0.27
F -2.447 -1.944 -0.095 -0.26
C -0.614 -0.516 0.222 -0.53
C -0.019 -0.450 -0.980 -0.06
C 0.768 0.782 -1.308 -0.36
C 1.404 1.585 -0.363 0.02
N 1.596 1.255 0.899 -0.29
S 1.883 2.121 2.187 -0.07
H -0.773 0.472 0.667 0.34
H -0.075 -1.292 -1.685 0.37
H 0.716 1.216 -2.364 0.27
H 1.697 2.631 -0.799 0.28

=====

27
Properties=species:S:1:pos:R:3:mulliken_charge:R:1 method="wB97M-V/def2-TZVPD" total_charge=0 max_force_ev_per_a=0.44 relative_energy_kj_mol=221.20 homo_energy_ha=-0.38866 smiles=O.O.O.O.O.O.O.O.O
O 18.901 16.726 -2.954 -0.68
H 19.111 15.808 -2.761 0.33
H 19.064 17.199 -2.124 0.42
O 19.488 18.828 -1.200 -0.59
H 19.900 19.703 -1.223 0.32
H 19.920 18.380 -0.464 0.29
O 20.861 22.364 -3.884 -0.61
H 20.772 23.172 -3.371 0.31
H 21.146 21.681 -3.270 0.30
O 23.568 20.756 -1.780 -0.65
H 22.620 20.801 -1.613 0.34
H 23.765 21.540 -2.300 0.32
O 21.144 17.669 1.114 -0.66
H 21.918 17.149 0.872 0.31
H 21.436 18.221 1.847 0.29
O 20.525 21.469 -0.952 -0.52
H 20.438 22.315 -1.400 0.23
H 20.337 21.663 -0.028 0.23
O 16.869 20.915 -1.641 -0.61
H 16.900 20.088 -2.140 0.34
H 16.442 20.676 -0.814 0.30
O 16.761 18.539 -3.632 -0.69
H 16.683 17.906 -4.349 0.28
H 17.376 18.113 -3.019 0.37
O 18.895 16.077 0.364 -0.62
H 19.625 16.630 0.677 0.38
H 18.803 15.387 1.026 0.29

=====

46
Properties=species:S:1:pos:R:3:mulliken_charge:R:1 method="wB97M-V/def2-TZVPD" total_charge=+1 max_force_ev_per_a=3.04 relative_energy_kj_mol=310.72 homo_energy_ha=-0.49178
O -0.143 -1.404 4.436 -0.65
H -1.882 1.230 4.387 0.29
H 0.507 -2.077 4.208 0.32
O 1.319 -0.026 -4.079 -0.53
H -2.853 -1.855 -1.061 0.28
H 0.444 -0.151 -3.733 0.29
O -1.062 -3.570 -0.836 -0.63
H 0.229 3.062 3.668 0.28
H -0.064 0.520 -0.840 0.01
O 2.373 1.011 -1.266 -0.57
H -0.195 3.902 0.905 0.34
H 3.081 0.588 -1.840 0.32
O -1.692 1.937 1.069 -0.52
H -1.380 2.148 0.172 0.25
H -2.542 2.393 1.109 0.30
O -1.690 1.883 3.726 -0.59
H -1.224 -3.793 -1.755 0.30
H -1.396 -4.166 -0.175 0.29
O 0.801 2.635 3.023 -0.58
H -1.981 1.546 2.840 0.37
H 2.695 -1.887 -2.936 0.36
O 0.605 -3.109 1.085 -0.66
H 1.485 0.313 -4.954 0.24
H 2.014 -0.724 -2.278 0.30
O 0.558 3.835 0.257 -0.66
H 0.174 -2.977 0.211 0.38
H 1.001 -2.227 -3.655 0.30
O -0.009 -0.022 2.256 -0.31
H -1.205 -0.677 -0.382 0.22
O -2.632 -1.274 -1.770 -0.59
H -3.139 -0.849 -2.460 0.27
H 0.296 0.900 2.418 0.35
O 2.595 -1.475 -2.069 -0.62
H 1.156 3.373 0.874 0.31
H 1.542 -3.053 0.842 0.35
O 0.247 -2.386 -4.219 -0.60
H 1.682 2.752 3.376 0.26
H -0.624 -2.115 -3.947 0.27
O -0.536 -0.016 -0.162 -0.28
H -0.890 -1.969 4.675 0.32
H 0.419 1.976 -1.209 0.44
O -0.502 2.027 -1.499 -0.78
H -0.663 2.972 -1.406 0.34
H 3.041 1.684 -1.087 0.24
H 0.231 -0.722 2.889 0.43
H -0.192 -0.165 1.194 0.58

=====

77
Properties=species:S:1:pos:R:3:mulliken_charge:R:1 method="wB97M-V/def2-TZVPD" total_charge=-2 max_force_ev_per_a=1.30 multiplicity=2 relative_energy_kj_mol=33.58 homo_energy_ha="-0.09272 / -0.08859"
Ru -0.680 0.124 0.148 2.80
C -5.599 6.094 0.060 -1.47
C -4.290 5.443 0.418 1.12
C -3.092 5.913 -0.107 -0.85
C -1.892 5.279 0.179 -0.61
C -1.885 4.161 0.998 0.24
C -3.071 3.675 1.528 -0.03
C -4.262 4.321 1.241 -0.97
S -0.326 3.384 1.370 0.82
O 0.185 4.094 2.521 -0.78
O 0.451 3.494 0.155 -0.88
N -0.622 1.844 1.650 0.53
C -0.872 1.392 2.942 0.59
C -1.255 2.136 4.047 -0.53
C -1.371 1.549 5.320 -1.02
C -1.086 0.232 5.539 -0.97
C -0.715 -0.575 4.439 0.57
C -0.308 -1.923 4.571 -0.60
C 0.103 -2.616 3.474 -1.17
C 0.010 -2.008 2.207 -0.26
N -0.429 -0.784 2.051 0.71
C -0.693 -0.016 3.147 -0.54
H -5.442 7.079 -0.383 0.38
H -6.238 6.211 0.937 0.36
H -6.147 5.488 -0.666 0.27
H -3.099 6.768 -0.773 0.26
H -0.963 5.623 -0.257 0.48
H -3.070 2.771 2.119 0.39
H -5.190 3.923 1.638 0.32
H -1.407 3.198 3.952 0.55
H -1.663 2.182 6.151 0.36
H -1.123 -0.203 6.530 0.36
H -0.296 -2.372 5.558 0.38
H 0.476 -3.628 3.542 0.40
H 0.297 -2.549 1.316 0.33
O -2.755 3.660 -2.810 -0.76
C -3.391 2.736 -1.935 -0.85
C -3.474 1.323 -2.514 2.85
C -4.513 1.371 -3.645 -1.22
O -4.680 0.146 -4.361 -0.58
C -2.130 0.910 -3.130 -2.05
Se -0.538 1.288 -2.051 -0.50
C -3.965 0.329 -1.451 -1.72
Se -3.112 0.249 0.324 -0.41
H -1.805 3.497 -2.685 0.39
H -4.401 3.114 -1.742 0.67
H -2.865 2.689 -0.985 -0.44
H -4.230 2.175 -4.336 0.45
H -5.495 1.610 -3.226 0.41
H -3.809 -0.258 -4.435 0.39
H -1.977 1.479 -4.050 0.43
H -2.133 -0.150 -3.376 0.59
H -3.952 -0.678 -1.864 0.50
H -5.006 0.566 -1.210 0.58
N 2.039 -0.966 -2.149 -0.28
C 3.340 -0.529 -1.513 1.01
C 4.189 0.238 -2.516 -1.77
P 2.802 0.530 -0.094 0.62
O 2.638 1.928 -0.880 -0.62
O 3.819 0.561 0.966 -0.84
O 1.394 0.023 0.172 -0.43
P 4.142 -2.150 -1.042 0.86
O 3.983 -2.843 -2.571 -0.65
O 5.603 -2.001 -0.832 -0.83
O 3.183 -2.846 -0.153 -0.70
H 1.396 -0.186 -2.372 -0.18
H 1.533 -1.550 -1.462 0.34
H 2.239 -1.539 -2.969 0.46
H 3.661 1.117 -2.889 0.40
H 4.476 -0.409 -3.349 0.47
H 5.098 0.565 -2.015 0.38
H 1.874 2.455 -0.564 0.41
H 4.884 -2.968 -2.888 0.29
F -1.744 -1.708 -1.982 -0.18
C -1.009 -1.663 -0.826 -0.32
F 0.187 -2.283 -1.201 -0.43
F -1.613 -2.623 -0.042 -0.27